a) Molecular formula: C2H8NS2
Method: DFT, ωB97M-V/def2-TZVPD

Values from the calculation:
charge: +1
gap between HOMO and LUMO: 9.76 eV

Last column: Mulliken charge in e.
Atoms and positions in Å:
S: -1.29 1.42 0.81  0.060
S: 1.10 -0.14 1.63  0.088
N: -0.13 0.19 0.32  -0.164
C: 0.61 0.80 -0.85  -1.057
C: -0.77 -1.11 -0.20  -0.579
H: 1.33 1.60 -0.42  0.344
H: -1.64 -1.29 0.31  0.314
H: 1.81 -0.80 0.63  0.201
H: -1.22 0.78 2.05  0.194
H: 0.05 1.28 -1.60  0.442
H: -0.01 -1.84 -0.10  0.299
H: -1.04 -0.92 -1.30  0.325
H: 1.21 0.04 -1.26  0.533


b) Molecular formula: C2H8NS2
Method: DFT, ωB97M-V/def2-TZVPD

Values from the calculation:
charge: +1
gap between HOMO and LUMO: 8.85 eV

Last column: Mulliken charge in e.
Atoms and positions in Å:
S: -1.73 -0.56 2.39  -0.207
S: -2.33 0.10 0.50  0.012
N: 1.55 -0.13 -0.89  -0.318
C: 0.21 -0.59 -0.29  -0.473
C: -0.74 0.58 -0.25  -0.807
H: 2.36 -0.71 -0.64  0.349
H: 1.76 0.81 -0.54  0.347
H: 1.43 -0.06 -1.90  0.366
H: -0.30 1.45 0.26  0.429
H: -1.08 0.82 -1.26  0.368
H: -1.43 0.67 2.83  0.199
H: 0.45 -0.99 0.69  0.424
H: -0.16 -1.41 -0.91  0.311


c) Molecular formula: C2H8NS2
Method: DFT, ωB97M-V/def2-TZVPD

Values from the calculation:
charge: +1
gap between HOMO and LUMO: 8.57 eV

Last column: Mulliken charge in e.
Atoms and positions in Å:
S: 0.46 3.44 0.03  -0.162
S: -0.72 1.99 0.88  -0.041
N: 0.23 -1.88 -0.19  -0.429
C: 0.23 0.46 0.55  -0.759
C: -0.64 -0.58 -0.12  -0.316
H: 0.59 -2.40 0.62  0.341
H: 1.00 0.65 -0.20  0.403
H: 0.71 0.22 1.50  0.397
H: -0.93 -0.39 -1.15  0.286
H: 1.11 -1.64 -0.66  0.375
H: -0.42 3.68 -0.95  0.196
H: -1.47 -0.94 0.48  0.347
H: -0.15 -2.62 -0.78  0.361


So which one wins? Going from most stable to least: b), c), a).


a) Molecular formula: C3H4N3O3
Method: DFT, ωB97M-V/def2-TZVPD

Values from the calculation:
charge: -1
gap between HOMO and LUMO: 8.71 eV

Last column: Mulliken charge in e.
Atoms and positions in Å:
O: 0.59 -1.97 -0.51  -0.735
O: 1.62 2.23 -1.33  -0.732
O: 2.38 0.98 0.23  -0.684
N: 1.50 1.21 -0.63  0.998
N: 0.49 0.35 -0.68  -0.623
N: 0.55 -0.85 0.09  0.690
C: -1.81 0.02 -1.12  -0.352
C: -2.46 0.12 -0.09  -0.277
C: 0.44 -0.66 1.35  -0.525
H: -2.86 0.35 0.94  0.321
H: 0.59 -1.51 1.93  0.317
H: -1.48 -0.56 -2.00  0.305
H: 0.45 0.28 1.82  0.298


b) Molecular formula: C3H4N3O3
Method: DFT, ωB97M-V/def2-TZVPD

Values from the calculation:
charge: -1
gap between HOMO and LUMO (alpha / beta): 8.51 / 8.55 eV

Last column: Mulliken charge in e.
Atoms and positions in Å:
O: 0.64 -2.62 1.16  -0.614
O: 2.20 0.52 -1.76  -0.607
O: 0.64 -0.08 1.15  -0.289
N: 1.43 -1.30 -0.65  -0.570
N: -0.92 1.15 -0.81  -0.526
N: 1.17 0.76 0.29  -0.436
C: 1.61 0.05 -0.82  0.716
C: 0.97 -1.66 0.49  0.810
C: -1.73 0.55 0.11  -0.526
H: -1.01 -0.07 0.90  0.207
H: -0.40 1.84 -0.50  0.272
H: -2.19 1.14 0.89  0.328
H: -2.40 -0.28 -0.44  0.236


So which one wins? Going from most stable to least: b), a).


a) Molecular formula: C4H9N3O
Method: DFT, ωB97M-V/def2-TZVPD

Values from the calculation:
gap between HOMO and LUMO: 9.35 eV

Last column: Mulliken charge in e.
Atoms and positions in Å:
O: -1.26 -0.03 -1.36  -0.446
N: 1.21 -2.16 -0.40  -0.452
N: 2.41 -0.56 -1.88  -0.596
N: 0.06 0.26 -0.88  -0.376
C: -0.93 0.34 1.47  -0.537
C: 1.73 -1.16 -1.13  0.615
C: 0.01 0.87 0.43  -0.243
C: -1.11 1.73 0.90  -0.622
H: -1.65 -0.40 1.16  0.290
H: -1.95 1.87 0.23  0.244
H: -0.56 0.24 2.48  0.275
H: -1.16 -0.83 -1.90  0.323
H: -0.88 2.58 1.52  0.245
H: 1.88 -2.81 -0.01  0.265
H: 0.69 0.78 -1.59  0.349
H: 0.50 -1.85 0.25  0.262
H: 1.02 1.13 0.72  0.406


b) Molecular formula: C4H9N3O
Method: DFT, ωB97M-V/def2-TZVPD

Values from the calculation:
gap between HOMO and LUMO: 9.01 eV

Last column: Mulliken charge in e.
Atoms and positions in Å:
O: -1.30 -1.38 1.19  -0.295
N: -2.54 -0.90 1.71  -0.476
N: 1.08 2.12 0.36  -0.672
N: 2.32 0.63 -0.98  -0.402
C: 1.26 1.00 -0.20  0.525
C: -0.15 -0.27 1.00  -0.273
C: -0.05 -0.08 -0.27  0.268
C: -0.55 -0.66 -1.53  -1.104
H: -3.01 -1.72 2.09  0.251
H: 1.78 2.82 0.15  0.197
H: 2.34 -0.30 -1.37  0.191
H: -1.54 -1.06 -1.29  0.340
H: -2.34 -0.28 2.50  0.221
H: 0.08 -1.47 -1.89  0.286
H: 3.10 1.25 -1.09  0.186
H: 0.09 0.21 1.92  0.426
H: -0.59 0.11 -2.30  0.331


c) Molecular formula: C4H9N3O
Method: DFT, ωB97M-V/def2-TZVPD

Values from the calculation:
gap between HOMO and LUMO: 9.63 eV

Last column: Mulliken charge in e.
Atoms and positions in Å:
O: -2.06 -1.38 -0.10  -0.357
N: -0.77 -1.32 0.00  -0.318
N: -1.11 0.93 -0.38  -0.299
N: -0.95 1.87 0.66  -0.664
C: -0.20 -0.15 -0.20  0.189
C: 1.84 1.08 -0.49  -1.334
C: 1.27 -0.06 -0.09  1.074
C: 2.11 -1.23 0.37  -1.135
H: 0.00 1.94 1.00  0.302
H: 1.20 1.84 -0.87  0.319
H: 3.13 -0.91 0.59  0.403
H: 1.68 -1.54 1.35  0.265
H: 2.07 -2.05 -0.36  0.260
H: -1.41 1.38 1.54  0.289
H: -1.03 1.38 -1.29  0.262
H: -2.34 -0.43 -0.28  0.449
H: 2.91 1.21 -0.42  0.295


d) Molecular formula: C4H9N3O
Method: DFT, ωB97M-V/def2-TZVPD

Values from the calculation:
gap between HOMO and LUMO: 9.43 eV

Last column: Mulliken charge in e.
Atoms and positions in Å:
O: -1.92 -1.05 1.18  -0.638
N: 1.99 -0.67 0.97  -0.642
N: -0.32 -0.05 -0.02  0.387
N: 0.21 0.70 -1.00  -0.827
C: 2.44 0.53 0.21  -0.432
C: -1.60 -0.41 0.18  0.559
C: 1.48 0.86 -0.92  -0.237
C: -2.66 0.15 -0.84  -0.795
H: -3.12 1.06 -0.29  0.199
H: 3.49 0.41 -0.11  0.375
H: 2.39 1.41 0.88  0.259
H: 2.30 -1.50 0.51  0.191
H: 1.91 1.50 -1.62  0.428
H: 2.45 -0.62 1.87  0.201
H: -2.12 0.41 -1.79  0.303
H: -3.39 -0.63 -1.05  0.299
H: 0.37 -0.30 0.65  0.370


So which one wins? Going from most stable to least: d), c), a), b).


a) Molecular formula: C4H9N3O
Method: DFT, ωB97M-V/def2-TZVPD

Values from the calculation:
gap between HOMO and LUMO: 8.29 eV

Last column: Mulliken charge in e.
Atoms and positions in Å:
O: -1.17 -1.35 -1.23  -0.463
N: 1.17 -0.19 0.87  -0.339
N: -0.06 -0.30 1.66  -0.084
N: -0.20 0.88 2.41  -0.624
C: 1.75 -0.72 -1.42  -1.106
C: -0.58 -0.18 -0.77  0.432
C: -1.20 1.01 -0.90  -0.938
C: 0.87 -0.35 -0.48  0.601
H: -1.18 1.15 2.48  0.224
H: -0.73 1.91 -0.53  0.266
H: 2.77 -0.97 -1.17  0.275
H: 1.43 -0.83 -2.45  0.284
H: -0.89 -0.86 1.47  0.336
H: 1.92 -0.81 1.19  0.253
H: -2.13 1.11 -1.45  0.247
H: -2.05 -1.12 -1.57  0.351
H: 0.28 1.63 1.91  0.286


b) Molecular formula: C4H9N3O
Method: DFT, ωB97M-V/def2-TZVPD

Values from the calculation:
gap between HOMO and LUMO: 9.31 eV

Last column: Mulliken charge in e.
Atoms and positions in Å:
O: 2.44 -0.73 -0.03  -0.459
N: 0.72 -0.56 2.21  -0.731
N: -0.50 -1.36 -0.15  -0.688
N: -0.49 0.01 0.18  0.166
C: -0.88 0.95 -0.75  0.149
C: 0.62 0.34 1.11  0.088
C: 1.84 0.28 0.21  0.006
C: -1.46 0.70 -1.92  -0.927
H: -1.63 -0.30 -2.30  0.243
H: 2.02 1.22 -0.34  0.335
H: -1.81 1.50 -2.54  0.251
H: -0.74 1.96 -0.41  0.260
H: -1.47 -1.65 -0.27  0.246
H: -0.17 -0.70 2.66  0.244
H: 0.02 -1.56 -1.00  0.230
H: 0.43 1.36 1.48  0.273
H: 1.06 -1.46 1.87  0.313


So which one wins? Going from most stable to least: b), a).


a) Molecular formula: CHF3N2S
Method: DFT, ωB97M-V/def2-TZVPD

Values from the calculation:
gap between HOMO and LUMO (alpha / beta): 8.79 / 7.54 eV

Last column: Mulliken charge in e.
Atoms and positions in Å:
S: 2.03 1.26 0.60  -0.212
F: 3.79 0.44 2.36  -0.230
F: 2.58 2.24 2.75  -0.222
F: 1.75 0.31 3.08  -0.207
N: 0.52 -0.64 0.85  0.152
N: -0.59 -0.55 0.58  -0.221
C: 2.53 1.01 2.27  0.662
H: -0.99 0.23 0.21  0.278


b) Molecular formula: CHF3N2S
Method: DFT, ωB97M-V/def2-TZVPD

Values from the calculation:
gap between HOMO and LUMO (alpha / beta): 8.20 / 6.42 eV

Last column: Mulliken charge in e.
Atoms and positions in Å:
S: 2.49 1.75 0.32  -0.236
F: 4.03 -0.42 0.69  -0.203
F: 1.88 -0.60 1.08  -0.241
F: 2.53 -0.57 -0.82  -0.217
N: -0.32 0.22 -0.33  0.091
N: 0.05 1.25 -0.71  0.000
C: 2.81 0.05 0.34  0.490
H: -0.40 -0.38 0.40  0.317


So which one wins? Going from most stable to least: a), b).


a) Molecular formula: C4H2F2O
Method: DFT, ωB97M-V/def2-TZVPD

Values from the calculation:
gap between HOMO and LUMO: 7.85 eV

Last column: Mulliken charge in e.
Atoms and positions in Å:
F: 0.71 -0.09 2.32  -0.171
F: -1.08 0.33 1.10  -0.167
O: -0.12 1.75 -1.84  -0.610
C: 0.15 -0.15 1.12  1.175
C: 1.06 -0.26 0.02  -1.154
C: 0.29 -1.45 0.30  0.427
C: -0.14 -2.64 0.39  -0.164
H: 0.15 0.97 -1.39  0.337
H: -1.02 1.54 -2.02  0.327


b) Molecular formula: C4H2F2O
Method: DFT, ωB97M-V/def2-TZVPD

Values from the calculation:
gap between HOMO and LUMO: 10.05 eV

Last column: Mulliken charge in e.
Atoms and positions in Å:
F: -0.30 2.18 1.22  -0.249
F: -0.14 -1.53 -1.74  -0.285
O: 0.49 0.10 1.31  -0.272
C: 0.56 -1.02 0.49  -0.482
C: -0.14 1.03 0.59  0.211
C: -0.49 0.64 -0.66  -0.386
C: -0.01 -0.71 -0.69  0.654
H: 1.05 -1.90 0.90  0.402
H: -1.00 1.21 -1.42  0.407


So which one wins? Going from most stable to least: b), a).


a) Molecular formula: C4H2F2O
Method: DFT, ωB97M-V/def2-TZVPD

Values from the calculation:
gap between HOMO and LUMO: 9.66 eV

Last column: Mulliken charge in e.
Atoms and positions in Å:
F: 0.96 0.80 -1.84  -0.212
F: 0.37 -1.33 -1.39  -0.191
O: 0.26 -1.27 1.41  -0.523
C: -2.17 0.77 -0.60  -0.209
C: 0.34 -0.05 -0.98  0.535
C: 0.27 0.24 0.43  -0.185
C: -0.91 0.57 -0.29  0.162
H: 0.18 -0.76 2.22  0.286
H: 0.70 1.04 1.03  0.336


b) Molecular formula: C4H2F2O
Method: DFT, ωB97M-V/def2-TZVPD

Values from the calculation:
gap between HOMO and LUMO (alpha / beta): 5.61 / 5.62 eV

Last column: Mulliken charge in e.
Atoms and positions in Å:
F: 1.19 1.00 -0.46  -0.216
F: -0.73 1.00 0.71  -0.227
O: 0.18 -1.86 1.59  -0.494
C: 0.82 -0.89 0.82  -0.060
C: 0.46 0.33 0.46  0.382
C: -0.93 1.60 -2.92  -0.014
C: -1.87 1.89 -2.31  0.010
H: -0.80 -1.60 1.69  0.319
H: 1.67 -1.47 0.40  0.300


So which one wins? Going from most stable to least: a), b).